# 1
The following is a quantum chemistry calculation of a 40-piece molecular cluster, H80O40 overall, from OMol25.

## Properties
LUMO energy ... -0.61 eV
Orbital gap ... 0.3517 hartree
Energy relative to the best compared isomer or geometry (same formula, charge and spin) ... 182.0 kcal per mole

ORCA input file:
```
! wB97M-V def2-TZVPD RIJCOSX def2/J DEFGRID3
* xyz 0 1
H -0.575 -4.025 -1.233
H -1.633 -3.109 -1.084
O -1.506 -3.957 -1.529
H -2.997 3.948 4.412
H -1.516 4.497 4.901
O -2.149 3.777 4.820
H -6.621 0.466 1.176
H -5.563 0.667 2.110
O -5.658 0.358 1.188
H 5.020 2.959 -2.009
H 4.062 2.121 -2.796
O 4.331 2.296 -1.869
H 6.039 -0.838 -0.962
H 4.872 0.312 -1.227
O 5.179 -0.474 -0.761
H -3.591 -3.428 0.242
O -3.481 -4.353 0.500
H -2.318 -1.956 1.173
O -2.523 -1.146 1.622
H 1.130 3.849 -4.699
H 1.579 3.181 -3.520
O 1.932 3.395 -4.397
H -4.636 -3.016 2.232
H -5.192 -4.235 1.599
O -5.471 -3.365 1.902
H 4.629 0.132 1.967
H 5.989 -0.654 2.094
O 5.539 0.180 2.250
H -3.153 0.764 -3.690
H -3.937 1.421 -2.629
O -3.332 1.646 -3.349
H -2.014 -6.082 2.517
O -1.527 -5.473 1.935
H -2.817 -4.705 -2.766
H -4.097 -4.145 -1.966
O -3.730 -4.405 -2.808
H -3.181 1.468 -0.450
H -4.250 2.183 0.586
O -3.365 2.118 0.226
H -2.537 3.368 -3.082
H -3.618 4.599 -3.432
O -3.020 4.158 -2.834
H 0.042 2.184 3.907
H -1.343 2.338 4.445
O -0.786 1.667 3.950
H 2.755 3.353 4.050
H 1.421 3.543 3.268
O 1.809 3.185 4.076
H -0.012 -4.477 3.231
H 0.171 -2.952 3.639
O 0.626 -3.764 3.390
H -2.960 -3.148 -3.869
O -2.535 -2.646 -4.601
H -5.155 4.509 -1.809
H -4.094 3.691 -1.390
O -5.005 3.906 -1.071
H -0.959 6.452 2.506
O -0.556 5.704 2.950
H -0.598 -0.371 4.331
H -1.428 -1.298 5.171
O -0.841 -1.309 4.408
H 1.733 4.589 -0.140
H 0.607 3.733 0.440
O 1.517 4.006 0.608
H 2.397 -0.401 -2.034
H 3.286 -0.142 -3.157
O 2.294 -0.141 -2.966
H 0.453 -2.168 -1.592
H 0.276 -1.031 -2.715
O 0.079 -1.934 -2.445
H 0.172 0.603 -6.511
H 1.040 1.824 -6.427
O 0.972 0.980 -6.897
H -1.961 2.833 1.444
H -1.170 2.736 2.768
O -1.168 3.212 1.874
H 1.993 -3.775 1.333
H 2.451 -2.604 2.138
O 2.783 -3.435 1.784
H 3.524 -2.163 -0.488
H 2.128 -2.929 -0.308
O 2.609 -2.242 -0.768
H 2.946 3.868 -1.812
H 2.613 5.388 -2.431
O 2.538 4.737 -1.737
H -0.446 1.141 -2.669
H -0.830 0.072 -3.786
O -1.080 0.473 -2.944
H 0.853 0.002 2.603
O 1.511 -0.172 3.321
H 4.249 -1.278 4.734
H 3.725 -2.907 4.646
O 4.283 -2.171 4.405
H -3.057 -2.941 -5.354
H -3.107 -4.765 -0.293
H -0.753 4.882 2.471
H -2.216 -0.839 2.473
H -2.348 -5.012 1.593
H 2.310 -0.428 2.854
O 3.911 0.987 -4.424
H 4.026 1.889 -4.742
H 3.085 0.611 -4.758
O -3.359 -1.200 -1.301
H -3.532 -0.997 -0.365
H -2.417 -0.979 -1.379
O 0.378 -4.070 0.738
H 0.081 -3.671 1.571
H 0.425 -5.015 0.916
O 2.296 1.220 0.626
H 2.578 2.182 0.697
H 2.987 0.874 1.199
O -0.229 0.211 1.351
H 0.416 0.449 0.660
H -0.384 1.137 1.610
O 0.731 -5.756 -2.349
H 1.098 -4.930 -2.692
H 1.398 -6.052 -1.720
O 6.129 3.244 1.378
H 5.665 3.033 2.181
H 5.810 3.448 0.511
*
```

# 2
The following is a quantum chemistry calculation of C42H46F5N5NdO5S as an isolated structure, from OMol25.

## Properties
LUMO energy (spin up / spin down) ... 1.07 / 1.09 eV
Orbital gap (spin up / spin down) ... 0.2213 / 0.2222 hartree
<S²> ... 3.75

ORCA input file:
```
! wB97M-V def2-TZVPD RIJCOSX def2/J DEFGRID3
* xyz -1 4
Nd 0.253 -0.186 -0.758
C 2.576 3.856 0.944
C 2.386 2.804 2.025
N 2.243 1.431 1.529
C 3.441 0.963 0.812
C 4.785 1.011 1.551
C 1.930 0.594 2.692
C 1.534 -0.832 2.329
N 0.262 -0.842 1.615
C -0.684 -1.669 2.072
C -1.757 -1.989 1.199
F -1.742 -1.302 -0.021
C -2.745 -2.912 1.443
F -3.650 -3.191 0.497
C -2.785 -3.580 2.656
C -1.821 -3.232 3.588
F -1.860 -3.814 4.804
C -0.821 -2.315 3.338
F -0.006 -2.031 4.397
H 2.705 4.831 1.406
H 1.708 3.899 0.293
H 3.463 3.650 0.354
H 1.471 3.042 2.573
H 3.220 2.862 2.745
H 3.539 1.554 -0.101
H 3.256 -0.071 0.507
H 5.115 2.033 1.711
H 5.529 0.508 0.939
H 4.736 0.501 2.509
H 1.071 1.047 3.196
H 2.766 0.570 3.409
H 1.506 -1.411 3.248
H 2.297 -1.322 1.708
H -3.538 -4.314 2.870
C 0.918 -0.374 -5.381
C -0.412 -1.022 -4.992
C -0.241 -1.924 -3.773
C -1.527 -0.016 -4.784
C -2.616 -0.138 -5.640
C -3.704 0.705 -5.549
C -3.701 1.694 -4.587
C -2.634 1.866 -3.710
C -2.787 3.022 -2.734
C -1.948 4.244 -3.129
C -2.572 2.684 -1.258
C -1.528 0.990 -3.796
N -0.430 1.150 -2.896
C 0.421 2.122 -3.279
C 0.443 2.767 -4.546
C 1.382 3.719 -4.856
C 2.340 4.132 -3.936
C 2.337 3.564 -2.672
C 1.411 2.589 -2.395
F 1.411 1.978 -1.113
H 1.619 -1.139 -5.711
H 1.354 0.149 -4.537
H 0.773 0.334 -6.193
H -0.711 -1.659 -5.833
H -0.013 -1.313 -2.884
H 0.577 -2.625 -3.932
H -1.145 -2.493 -3.569
H -2.607 -0.914 -6.395
H -4.545 0.594 -6.219
H -4.557 2.349 -4.509
H -3.835 3.331 -2.816
H -0.910 4.128 -2.834
H -2.344 5.129 -2.633
H -1.984 4.408 -4.204
H -1.588 2.232 -1.059
H -3.355 2.015 -0.912
H -2.642 3.602 -0.677
H -0.308 2.499 -5.271
H 1.370 4.156 -5.845
H 3.064 4.889 -4.191
H 3.038 3.874 -1.912
O 2.398 -3.397 0.056
C 1.882 -2.617 -0.728
O 0.661 -2.302 -0.841
C 2.793 -1.923 -1.745
C 3.808 -2.642 -2.355
C 4.612 -2.019 -3.294
C 4.382 -0.669 -3.549
C 3.355 -0.024 -2.887
N 2.538 -0.625 -2.009
H 3.938 -3.675 -2.073
H 5.400 -2.555 -3.803
H 4.986 -0.127 -4.260
H 3.172 1.029 -3.068
N -3.165 -0.905 -2.181
C -4.424 -0.683 -1.610
C -4.528 -0.078 -0.360
C -5.771 0.143 0.204
C -6.907 -0.246 -0.470
C -6.820 -0.890 -1.684
C -5.582 -1.099 -2.263
S -8.549 0.109 0.222
O -9.210 0.851 -0.850
O -9.119 -1.212 0.472
O -8.291 0.900 1.420
H -2.544 -0.104 -2.095
H -3.225 -1.226 -3.137
H -3.628 0.196 0.177
H -5.883 0.613 1.168
H -7.732 -1.220 -2.157
H -5.489 -1.594 -3.221
*
```

# 3
The following is a quantum chemistry calculation of a single C8H21FN2Si molecule, from OMol25.

## Properties
LUMO energy ... 0.73 eV
Orbital gap ... 0.3581 hartree
SMILES string ... CC(C)(C)[Si](F)(NN)C(C)(C)C
Energy relative to the best compared isomer or geometry (same formula, charge and spin) ... 34.5 kcal per mole

ORCA input file:
```
! wB97M-V def2-TZVPD RIJCOSX def2/J DEFGRID3
* xyz 0 1
C 1.934 1.049 1.197
C 2.640 -1.274 0.500
C 2.114 0.454 -1.203
C -1.922 1.055 -1.426
C -2.877 -0.021 0.611
C -1.395 1.986 0.879
C 1.714 -0.085 0.192
C -1.595 0.711 0.111
N -0.066 -3.051 -0.658
N -0.508 -1.755 -0.987
F -0.504 -1.182 1.586
Si -0.144 -0.489 0.141
H 1.642 1.860 0.604
H 1.125 0.999 1.943
H 2.763 1.309 1.776
H 2.607 -1.874 -0.435
H 2.310 -2.020 1.275
H 3.711 -0.847 0.670
H 2.205 -0.334 -2.019
H 1.502 1.271 -1.581
H 3.217 0.705 -1.060
H -0.969 0.790 -1.955
H -2.778 0.398 -1.629
H -2.321 2.008 -1.715
H -2.810 -0.165 1.745
H -3.037 -1.005 0.065
H -3.867 0.656 0.438
H -1.343 1.808 1.900
H -0.479 2.382 0.602
H -2.158 2.652 0.520
H 0.915 -2.891 -0.575
H -0.412 -3.288 0.229
H -1.211 -1.811 -1.741
*
```

# 4
The following is a quantum chemistry calculation of a 2-piece molecular cluster, C2H2FN3 overall, from OMol25.

## Properties
LUMO energy ... -1.39 eV
Orbital gap ... 0.3667 hartree
Energy relative to the best compared isomer or geometry (same formula, charge and spin) ... 70.1 kcal per mole

ORCA input file:
```
! wB97M-V def2-TZVPD RIJCOSX def2/J DEFGRID3
* xyz 0 1
C -1.017 -0.881 0.067
C 0.846 0.015 0.032
N 0.302 -1.163 0.142
N -1.305 0.419 0.042
N 0.001 1.036 0.021
F 2.746 0.184 0.061
H -1.780 -1.579 -0.252
H 0.208 1.968 -0.113
*
```

# 5
The following is a quantum chemistry calculation of a single C22H25N3O4 molecule, from OMol25.

## Properties
LUMO energy ... 0.58 eV
Orbital gap ... 0.3003 hartree
SMILES string ... CCC(=O)N1CCN(c2ccc(NC(=O)c3ccc4c(c3)OCCO4)cc2)CC1
Energy relative to the best compared isomer or geometry (same formula, charge and spin) ... 38.8 kcal per mole

ORCA input file:
```
! wB97M-V def2-TZVPD RIJCOSX def2/J DEFGRID3
* xyz 0 1
C -0.648 -6.332 -1.306
H -0.236 -7.339 -1.308
H -1.654 -6.372 -1.717
C -0.694 -5.784 0.121
C -1.375 -4.427 0.160
O -2.557 -4.327 0.436
N -0.627 -3.332 -0.121
C 0.748 -3.279 -0.558
H 1.198 -4.269 -0.576
C 0.803 -2.650 -1.963
N 0.199 -1.337 -1.986
C 0.943 -0.213 -1.643
C 0.380 1.061 -1.795
C 1.078 2.203 -1.474
C 2.378 2.122 -0.982
C 2.977 0.872 -0.903
C 2.275 -0.274 -1.224
H 2.784 -1.219 -1.123
H 4.000 0.790 -0.563
N 3.088 3.267 -0.592
C 2.628 4.361 0.078
O 3.326 5.348 0.205
C 1.263 4.257 0.668
C 0.863 3.120 1.358
C -0.405 3.047 1.912
C -1.292 4.119 1.764
C -0.867 5.274 1.118
C 0.403 5.348 0.585
H 0.738 6.244 0.086
H -1.557 6.099 1.043
O -2.575 4.073 2.242
C -2.996 2.777 2.603
C -1.901 2.066 3.395
H -2.213 1.064 3.692
O -0.750 1.906 2.595
H -1.658 2.658 4.288
H -3.902 2.900 3.199
H -3.225 2.193 1.700
H 1.523 2.278 1.492
H 4.071 3.302 -0.833
H 0.616 3.168 -1.607
H -0.616 1.165 -2.195
C -1.182 -1.427 -1.551
H -1.652 -0.447 -1.551
C -1.261 -2.028 -0.141
H -2.298 -2.159 0.169
H -0.746 -1.365 0.565
H -1.721 -2.073 -2.252
H 1.828 -2.599 -2.329
H 0.228 -3.280 -2.652
H 1.310 -2.648 0.143
H -1.305 -6.450 0.732
H 0.305 -5.742 0.557
H -0.036 -5.709 -1.956
*
```

# 6
The following is a quantum chemistry calculation of C26H18IN2S2Zn as an isolated structure, from OMol25.

## Properties
LUMO energy ... 2.04 eV
Orbital gap ... 0.2088 hartree

ORCA input file:
```
! wB97M-V def2-TZVPD RIJCOSX def2/J DEFGRID3
* xyz -1 1
Zn -0.313 -0.316 0.087
S -0.915 0.127 2.375
C -1.568 -1.443 2.846
C -1.685 -1.745 4.210
C -2.229 -2.941 4.656
C -2.665 -3.876 3.724
C -2.545 -3.598 2.371
C -2.004 -2.393 1.898
S -1.888 -2.131 0.162
H -1.338 -1.007 4.925
H -2.303 -3.142 5.719
H -3.089 -4.820 4.048
H -2.877 -4.324 1.637
C -0.475 0.066 -4.230
C 0.864 0.144 -4.600
C 1.842 0.113 -3.621
C 1.489 0.003 -2.269
C 0.148 -0.081 -1.873
C -0.813 -0.045 -2.888
C 2.542 -0.019 -1.203
C 3.929 0.051 -1.531
C 4.865 0.028 -0.551
C 4.467 -0.066 0.802
C 5.385 -0.100 1.876
C 4.937 -0.194 3.162
C 3.548 -0.258 3.419
C 2.639 -0.227 2.400
C 3.080 -0.128 1.058
N 2.151 -0.097 0.051
H -1.248 0.086 -4.992
H 1.144 0.224 -5.644
H 2.877 0.176 -3.934
H -1.865 -0.113 -2.620
H 4.240 0.121 -2.561
H 5.922 0.077 -0.793
H 6.448 -0.053 1.658
H 5.643 -0.221 3.984
H 3.196 -0.335 4.442
H 1.570 -0.270 2.593
I -0.767 6.077 -0.963
C -1.693 4.262 -0.492
C -3.041 4.222 -0.182
C -3.604 2.991 0.120
C -2.795 1.864 0.116
N -1.500 1.919 -0.191
C -0.953 3.088 -0.496
H -3.636 5.125 -0.175
H -4.653 2.910 0.372
H -3.174 0.881 0.378
H 0.101 3.080 -0.755
*
```

# 7
The following is a quantum chemistry calculation of a 5-piece molecular cluster, C14H40N2O8 overall, from OMol25.

## Properties
LUMO energy ... 0.31 eV
Orbital gap ... 0.3442 hartree
SMILES string ... COC[C@H](C)N.COC[C@H](C)N.OCCO.OCCO.OCCO
Energy relative to the best compared isomer or geometry (same formula, charge and spin) ... 26.2 kcal per mole

ORCA input file:
```
! wB97M-V def2-TZVPD RIJCOSX def2/J DEFGRID3
* xyz 0 1
C 3.632 -2.650 0.698
C 4.138 -1.267 1.108
C 4.582 -0.364 -0.092
O 3.503 -0.399 -1.023
C 3.851 0.266 -2.234
N 3.157 -0.655 1.982
H 4.399 -3.306 0.279
H 2.810 -2.667 -0.015
H 3.294 -3.151 1.607
H 4.997 -1.457 1.763
H 5.552 -0.738 -0.434
H 4.769 0.643 0.298
H 3.027 0.291 -2.941
H 4.715 -0.211 -2.708
H 4.195 1.271 -1.972
H 2.220 -0.922 1.700
H 3.161 0.350 1.836
C -3.030 -2.833 -3.422
C -2.976 -1.437 -2.871
C -1.979 -0.510 -3.557
O -2.166 0.789 -3.057
C -1.330 1.747 -3.686
N -4.349 -0.892 -3.024
H -3.283 -2.796 -4.485
H -3.760 -3.501 -2.966
H -2.058 -3.334 -3.366
H -2.776 -1.521 -1.795
H -2.171 -0.509 -4.636
H -1.015 -1.004 -3.383
H -0.286 1.435 -3.641
H -1.395 2.703 -3.162
H -1.702 2.006 -4.681
H -4.294 -0.004 -2.521
H -4.961 -1.415 -2.402
C -1.225 3.388 1.392
C -2.018 4.440 2.158
O -1.248 4.918 3.250
O -0.169 3.958 0.625
H -1.781 2.795 0.654
H -0.872 2.640 2.109
H -2.908 3.927 2.526
H -2.419 5.156 1.437
H -0.629 5.565 2.898
H 0.530 3.296 0.720
C -0.698 -0.241 0.126
C 0.107 0.744 -0.701
O 1.371 1.152 -0.162
O 0.049 -1.436 0.356
H -1.643 -0.483 -0.358
H -0.808 0.268 1.088
H -0.482 1.621 -0.973
H 0.326 0.322 -1.691
H 2.021 0.456 -0.403
H -0.354 -1.882 1.134
C -0.567 -0.763 4.511
C -1.455 -1.464 3.489
O -0.773 -2.453 2.707
O -0.748 -1.311 5.824
H -0.612 0.323 4.470
H 0.491 -0.938 4.285
H -1.771 -0.689 2.783
H -2.443 -1.696 3.890
H -1.167 -3.315 2.873
H -0.577 -2.255 5.789
*
```

# 8
The following is a quantum chemistry calculation of a single C23H27ClN4O4 molecule, from OMol25.

## Properties
LUMO energy ... 0.03 eV
Orbital gap ... 0.2944 hartree
SMILES string ... O=C(COc1ccc(Cl)cc1)N1CCN(c2ccc([N+](=O)[O-])c(N3CCCCC3)c2)CC1
Energy relative to the best compared isomer or geometry (same formula, charge and spin) ... 94.7 kcal per mole

ORCA input file:
```
! wB97M-V def2-TZVPD RIJCOSX def2/J DEFGRID3
* xyz 0 1
O -5.208 -1.763 -1.300
C -4.663 -1.353 -0.291
N -3.601 -1.977 0.254
C -2.785 -1.545 1.362
H -3.280 -0.768 1.939
H -2.610 -2.412 2.008
C -1.437 -1.033 0.838
N -0.783 -2.077 0.076
C 0.573 -1.917 -0.215
C 1.231 -0.710 -0.050
C 2.607 -0.556 -0.291
N 3.214 0.636 -0.043
C 2.548 1.904 -0.225
H 1.598 1.753 -0.738
C 2.359 2.641 1.100
C 3.725 2.829 1.753
C 4.405 1.473 1.906
C 4.521 0.753 0.557
H 4.941 -0.237 0.733
H 5.194 1.298 -0.114
H 3.821 0.851 2.588
H 5.404 1.594 2.328
H 3.619 3.308 2.728
H 4.340 3.477 1.124
H 1.711 2.058 1.759
H 1.885 3.606 0.917
H 3.185 2.515 -0.878
C 3.305 -1.691 -0.767
C 2.649 -2.923 -0.874
C 1.313 -3.046 -0.613
H 0.829 -4.004 -0.701
H 3.228 -3.772 -1.206
N 4.613 -1.626 -1.312
O 5.249 -2.665 -1.402
O 5.025 -0.551 -1.724
H 0.684 0.152 0.294
C -1.617 -2.560 -1.014
H -1.106 -3.369 -1.533
H -1.805 -1.748 -1.737
C -2.959 -3.052 -0.478
H -3.614 -3.347 -1.299
H -2.810 -3.897 0.200
H -0.804 -0.775 1.690
H -1.609 -0.132 0.231
C -5.260 -0.133 0.429
O -4.364 0.848 0.905
C -3.507 1.451 0.033
C -2.585 2.327 0.612
C -1.611 2.929 -0.156
C -1.555 2.664 -1.517
C -2.487 1.830 -2.109
C -3.466 1.223 -1.338
H -4.177 0.570 -1.818
H -2.448 1.643 -3.170
Cl -0.305 3.382 -2.477
H -0.892 3.593 0.296
H -2.643 2.507 1.674
H -5.991 0.306 -0.262
H -5.794 -0.482 1.319
*
```

Total energy / eV: -83197.9253; -101691.8360; -22212.0968; -9290.3773; -35880.5442; -108427.2769; -34523.6289; -50959.7279
Max |F| / eV/Å: 2.95; 2.12; 3.59; 5.66; 0.61; 0.64; 2.42; 1.39